Below is a structure of composition C33H42N6O3S2Y at a distorted geometry, with properties calculated with the ωB97M-V functional and the def2-TZVPD basis.

The geometry in XYZ format:
```
87
C33H42N6O3S2Y the ωB97M-V functional and the def2-TZVPD basis
Y 0.31 1.06 1.14
O 2.37 0.94 1.28
C 3.27 0.50 2.12
C 4.61 0.40 1.72
C 5.58 -0.10 2.56
C 5.26 -0.52 3.86
C 3.96 -0.41 4.29
C 2.95 0.11 3.46
C 1.63 0.20 4.01
N 0.59 0.72 3.46
C -0.67 0.62 4.21
C -1.68 1.58 3.60
N -1.79 1.27 2.18
C -2.97 0.95 1.74
C -3.32 0.37 0.50
C -4.75 0.09 0.29
C -5.21 -0.79 -0.59
C -4.24 -1.58 -1.39
C -2.81 -1.04 -1.52
C -2.38 -0.07 -0.44
O -1.15 0.25 -0.43
H 4.86 0.70 0.71
H 6.61 -0.17 2.22
H 6.02 -0.92 4.51
H 3.69 -0.72 5.29
H 1.54 -0.22 5.02
H -0.52 0.84 5.27
H -1.06 -0.39 4.13
H -1.33 2.61 3.73
H -2.64 1.48 4.11
H -3.81 1.09 2.43
H -5.44 0.66 0.90
H -6.27 -0.96 -0.74
H -4.67 -1.88 -2.35
H -2.49 -0.67 -2.50
C -0.06 4.55 1.67
C -0.67 4.56 0.27
N -0.98 3.20 -0.16
C -0.97 3.05 -1.62
C 0.45 3.08 -2.19
S 1.71 2.30 -1.13
C 2.45 3.76 -0.29
C 2.29 3.87 1.23
N 0.97 3.51 1.79
H 0.34 5.54 1.89
H -0.84 4.33 2.39
H -1.55 5.21 0.27
H 0.04 5.00 -0.44
H -1.90 2.94 0.18
H -1.43 2.09 -1.85
H -1.56 3.83 -2.12
H 0.48 2.51 -3.12
H 0.79 4.09 -2.42
H 3.51 3.70 -0.50
H 2.06 4.64 -0.81
H 3.02 3.22 1.70
H 2.54 4.91 1.50
H 1.13 3.35 2.78
C 2.11 -3.42 -3.35
C 2.20 -1.97 -2.88
C 1.80 -1.79 -1.42
N 0.42 -2.21 -1.23
C -0.21 -2.23 -0.06
S 0.57 -1.79 1.39
N -1.50 -2.62 -0.03
C -2.40 -2.51 -1.16
O -3.73 -2.78 -0.72
C -2.02 -3.43 -2.30
C -2.33 -3.13 -3.62
C -2.04 -4.03 -4.64
C -1.44 -5.24 -4.34
C -1.13 -5.56 -3.03
C -1.41 -4.65 -2.01
H 2.48 -3.50 -4.37
H 1.08 -3.80 -3.35
H 2.71 -4.08 -2.72
H 1.57 -1.34 -3.50
H 3.22 -1.62 -2.98
H 1.92 -0.75 -1.12
H 2.44 -2.39 -0.76
H -0.09 -2.48 -2.05
H -1.94 -2.62 0.88
H -2.80 -2.18 -3.88
H -2.29 -3.78 -5.66
H -1.22 -5.94 -5.14
H -0.66 -6.50 -2.79
H -1.16 -4.89 -0.99
```

For the total energy, the calculation gives -2671.671190 Ha. As for the total charge: +1. The value obtained for the frontier orbital gap is 7.77 eV. For the energy above the lowest of the compared OMol25 structures with the same formula, charge and spin, the calculation gives 29.6 kJ/mol. For the LUMO energy, the calculation gives -2.5 eV. Its spin multiplicity is 1.

Löwdin population analysis, charges in e, atoms 1 to 2: 1.26, -0.34